# 1
Density functional theory data (ωB97M-V/def2-TZVPD) for C52H48N10O3PbS as an isolated structure.

The geometry in ORCA input format:
```
! wB97M-V def2-TZVPD RIJCOSX def2/J DEFGRID3
* xyz 0 1
Pb 0.05964 0.13055 0.08806
C 2.44505 0.17584 6.43727
C 3.52765 0.87358 5.87748
C 3.46618 1.37674 4.58871
C 2.30574 1.14245 3.85849
C 1.92971 1.44979 2.47995
N 2.68449 2.19040 1.66559
C 2.31213 2.57786 0.45486
C 3.05135 3.55899 -0.34604
C 4.25414 4.22017 -0.14370
C 4.68753 5.08680 -1.13512
C 3.92465 5.30614 -2.28954
C 2.71651 4.65395 -2.48364
C 2.30014 3.76527 -1.50375
C 1.11693 2.90432 -1.38870
N 0.14111 2.88084 -2.29012
C -1.04509 2.30119 -2.09895
N -1.48331 1.63875 -1.00086
C -2.77463 1.27728 -1.17838
N -3.56991 0.64326 -0.31366
C -3.18399 0.23685 0.88563
N -1.92306 0.19286 1.39297
C -1.96963 -0.18962 2.69568
N -0.97985 -0.21255 3.57059
C 0.22758 0.32282 3.36069
N 0.71394 0.89064 2.22698
C 1.23400 0.43776 4.41240
C 1.28233 -0.03939 5.71767
C -3.36070 -0.50876 3.04429
C -3.94717 -0.97265 4.21128
C -5.32157 -1.16035 4.20912
C -6.09041 -0.86830 3.07394
C -5.50058 -0.39143 1.91337
C -4.12302 -0.22827 1.91265
C -3.21728 1.70225 -2.50772
C -4.39917 1.51599 -3.21240
C -4.44643 1.96538 -4.52310
C -3.34361 2.59436 -5.11502
C -2.16760 2.79334 -4.40439
C -2.12264 2.33645 -3.09495
N 1.20320 2.19806 -0.23355
H 2.52903 -0.20761 7.44752
H 4.42679 1.01007 6.46548
H 4.29482 1.91947 4.14791
H 4.82907 4.05564 0.76023
H 5.63249 5.60428 -1.01871
H 4.28897 5.99702 -3.04112
H 2.11141 4.82725 -3.36511
H 0.43932 -0.57039 6.14301
H -3.34187 -1.18407 5.08438
H -5.81257 -1.53522 5.09921
H -7.16291 -1.01824 3.10867
H -6.08627 -0.15933 1.03024
H -5.24921 1.02579 -2.75182
H -5.34947 1.82240 -5.10519
H -3.41213 2.92358 -6.14462
H -1.30412 3.27434 -4.84753
C -2.08991 -1.58929 -3.08328
O -0.95796 -0.86274 -2.64069
C 0.11474 -0.84775 -3.56404
C 1.04439 -2.02826 -3.36449
O 2.11580 -1.63261 -2.53196
C 2.97848 -2.70799 -2.23762
H -2.56369 -1.08805 -3.93505
H -2.79847 -1.62799 -2.25638
H -1.82540 -2.61228 -3.37793
H 0.67859 0.06872 -3.37651
H -0.25972 -0.81292 -4.59259
H 1.42807 -2.40010 -4.32229
H 0.48280 -2.84070 -2.88522
H 3.35205 -3.18248 -3.15164
H 2.47283 -3.47256 -1.63390
H 3.82515 -2.30652 -1.68450
C 1.57845 -4.50188 3.64672
C 2.45773 -3.65310 2.73757
C 3.38921 -2.78366 3.58831
C 3.27545 -4.55398 1.81620
N 1.52688 -2.86599 1.89729
N 2.06668 -1.75079 1.20527
H 2.19389 -5.18113 4.24073
H 0.87759 -5.09223 3.05196
H 1.00303 -3.86692 4.32904
H 3.92299 -3.40961 4.30750
H 2.82266 -2.03159 4.14922
H 4.13987 -2.27183 2.98189
H 3.99095 -5.14762 2.39201
H 3.84027 -3.96164 1.08948
H 2.61097 -5.23183 1.27232
H 0.75002 -2.53220 2.46062
H 2.63646 -2.07395 0.43505
H 2.63760 -1.15929 1.80565
O -1.54352 -3.04747 2.08697
S -1.29037 -3.32285 0.64141
C -0.52174 -4.94016 0.53321
C 0.29217 -5.24347 -0.54664
C 0.89617 -6.49234 -0.61312
C 0.69686 -7.41021 0.41061
C -0.11348 -7.08674 1.49516
C -0.73007 -5.84574 1.55866
C -2.89749 -3.80985 -0.03074
C -3.03711 -4.49989 -1.22972
C -4.30789 -4.77740 -1.70680
C -5.42951 -4.34994 -1.00025
C -5.27705 -3.66440 0.19649
C -4.00500 -3.39610 0.68926
H 0.45673 -4.50558 -1.32587
H 1.52861 -6.74700 -1.45509
H 1.18541 -8.37633 0.37152
H -0.25839 -7.80335 2.29413
H -1.36250 -5.56229 2.39382
H -2.16713 -4.83484 -1.78209
H -4.42624 -5.33690 -2.62707
H -6.42075 -4.55974 -1.38415
H -6.14691 -3.33372 0.75275
H -3.86224 -2.87719 1.63103
*
```

Properties
Molecular weight (g/mol): 1100.29
LUMO (spin up / spin down) (eV): -1.115 / -1.074
Kohn-Sham gap (spin up / spin down) (eV): 4.93 / 5.02
Relative energy (zero: lowest compared OMol25 entry of this formula, charge and spin) (eV): 0.000

# 2
Density functional theory data (ωB97M-V/def2-TZVPD) for C52H49Br2IrNO2P2SSi as an isolated structure at a distorted geometry.

The geometry in ORCA input format:
```
! wB97M-V def2-TZVPD RIJCOSX def2/J DEFGRID3
* xyz 1 1
Ir 0.02492 -0.32640 -0.28313
C -1.39241 -3.59022 1.00623
Si -1.09752 -1.75460 1.23520
C -2.75047 -0.94360 1.58844
C -3.90730 -1.63723 1.95277
C -5.05977 -0.95156 2.30995
C -5.05606 0.43922 2.35140
C -3.91674 1.13792 1.98244
C -2.78819 0.44173 1.54745
P -1.29579 1.32132 0.97562
C -1.84396 2.64014 -0.13288
C -0.88487 3.57132 -0.53722
C -1.25057 4.65979 -1.30980
C -2.57531 4.82020 -1.69590
C -3.51533 3.86325 -1.35128
C -3.15031 2.76182 -0.58862
C -0.88328 2.18372 2.53736
C -0.78376 1.40705 3.69506
C -0.54082 1.99909 4.92242
C -0.39568 3.37823 5.01214
C -0.50314 4.15528 3.87015
C -0.74042 3.56475 2.63502
C -0.10022 -1.67275 2.84747
C -0.53510 -2.29346 4.02209
C 0.26140 -2.31999 5.15665
C 1.52939 -1.74527 5.13212
C 1.97294 -1.11741 3.98024
C 1.14555 -1.06236 2.85516
P 1.70925 -0.26265 1.33043
C 2.12908 1.47050 1.66778
C 2.26878 2.01457 2.93979
C 2.63055 3.34683 3.08620
C 2.85988 4.13928 1.97143
C 2.71291 3.60477 0.69712
C 2.34131 2.27753 0.54571
C 3.31788 -1.06127 1.07470
C 4.47831 -0.34720 0.79741
C 5.67097 -1.02519 0.57247
C 5.70501 -2.41069 0.61058
C 4.54414 -3.12840 0.88018
C 3.35485 -2.45751 1.10637
H -1.77030 -4.01269 1.94115
H -0.46800 -4.11306 0.75542
H -2.12454 -3.79539 0.22273
H -3.90748 -2.72244 1.96793
H -5.95586 -1.49819 2.57668
H -5.94126 0.97760 2.66506
H -3.90855 2.22085 2.02614
H 0.14836 3.44170 -0.23762
H -0.50531 5.38629 -1.60837
H -2.86833 5.67995 -2.28496
H -4.54019 3.96542 -1.68513
H -3.89007 2.01229 -0.34332
H -0.92286 0.33933 3.64067
H -0.47503 1.38316 5.81093
H -0.21640 3.84515 5.97275
H -0.41315 5.23236 3.93596
H -0.83789 4.19284 1.76174
H -1.51502 -2.76094 4.05438
H -0.09408 -2.80355 6.05835
H 2.17112 -1.79696 6.00244
H 2.96521 -0.68087 3.94964
H 2.08854 1.40992 3.81703
H 2.73160 3.76574 4.07925
H 3.15534 5.17380 2.09322
H 2.88607 4.22173 -0.17627
H 2.21223 1.86139 -0.44881
H 4.46147 0.73466 0.77404
H 6.57557 -0.46544 0.37203
H 6.63657 -2.93466 0.43829
H 4.57059 -4.20987 0.91740
H 2.44840 -3.01308 1.32399
Br -2.15303 2.40633 -4.13930
C -0.36334 1.84885 -4.00073
C 0.53636 2.14346 -5.03539
C 1.80720 1.65179 -5.01395
Br 3.00639 2.12941 -6.39818
C 2.21741 0.78775 -3.97627
C 3.45636 0.11942 -3.92436
C 3.71859 -0.74204 -2.89748
C 2.75391 -0.94417 -1.90361
N 1.59838 -0.30966 -1.89645
C 1.30621 0.54604 -2.92158
C 0.00930 1.12413 -2.88588
O -0.76924 0.91713 -1.85048
H 0.21141 2.75732 -5.86472
H 4.17803 0.27209 -4.71568
H 4.65414 -1.28156 -2.84464
H 2.92874 -1.63851 -1.10017
C -3.66912 -1.63237 -4.56288
C -3.66503 -2.30051 -3.18768
C -2.78931 -1.58386 -2.16404
S -1.01000 -1.79968 -2.35519
O -0.62245 -1.42028 -3.73006
C -0.84910 -3.62161 -2.22048
C -0.33747 -4.22924 -3.52003
C 1.16773 -4.03889 -3.69374
H -4.33014 -2.17062 -5.24284
H -2.67042 -1.60933 -4.99429
H -4.02546 -0.60262 -4.48807
H -3.35666 -3.34534 -3.28451
H -4.68164 -2.31069 -2.78794
H -2.98282 -1.90834 -1.13553
H -2.91644 -0.49820 -2.21386
H -1.81551 -4.01986 -1.91510
H -0.13527 -3.77170 -1.41079
H -0.86195 -3.78137 -4.36499
H -0.57714 -5.29431 -3.51655
H 1.41870 -2.97704 -3.73285
H 1.51368 -4.50347 -4.61690
H 1.71212 -4.49600 -2.86226
*
```

Properties
Molecular weight (g/mol): 1194.10
LUMO (eV): -2.776
Kohn-Sham gap (eV): 6.83
Relative energy (zero: lowest compared OMol25 entry of this formula, charge and spin) (eV): 1.615

# 3
Density functional theory data (ωB97M-V/def2-TZVPD) for C52H50BFN6O2PbS2 as an isolated structure.

The geometry in ORCA input format:
```
! wB97M-V def2-TZVPD RIJCOSX def2/J DEFGRID3
* xyz 2 1
Pb 0.65988 -0.46683 -0.17050
C -3.00398 -4.78802 0.36452
C -2.31198 -3.56100 0.84508
C -2.49911 -2.89680 2.04381
C -1.57211 -1.85388 2.05072
N -0.89420 -1.86123 0.89036
N -1.34596 -2.91850 0.17211
B -0.71085 -3.33123 -1.17461
N 0.80236 -3.54965 -0.96069
N 1.63980 -2.57236 -0.52538
C 2.87472 -3.09813 -0.45121
C 2.81248 -4.44247 -0.83274
C 1.49048 -4.69149 -1.14757
C 0.88975 -5.96910 -1.61983
C 4.07660 -2.36424 -0.03356
C 5.33950 -2.88171 -0.33023
C 6.48739 -2.22343 0.07407
C 6.40330 -1.02125 0.76052
C 5.15784 -0.48908 1.05277
C 4.01059 -1.16515 0.67245
N -0.94819 -2.22745 -2.23493
N -0.32593 -1.02290 -2.19629
C -0.60117 -0.37823 -3.34038
C -1.45609 -1.17736 -4.10558
C -1.65088 -2.33757 -3.37713
C -2.49230 -3.51231 -3.73588
C -0.05167 0.92864 -3.72718
C -0.00700 1.27537 -5.07911
C 0.48167 2.50682 -5.48263
C 0.93763 3.41907 -4.54273
C 0.89974 3.08989 -3.19660
C 0.41852 1.85515 -2.79515
C -1.40262 -0.92270 3.17808
C -2.56896 -0.35326 3.68994
C -2.55539 0.46122 4.81026
C -1.35107 0.74854 5.42823
C -0.18277 0.17301 4.94879
C -0.17845 -0.68931 3.83999
H -3.75313 -5.09214 1.09059
H -3.49213 -4.62709 -0.59554
H -2.28962 -5.60262 0.24713
H -3.17830 -3.16539 2.83380
H -1.21121 -4.33486 -1.54542
H 3.61837 -5.15262 -0.87188
H 1.65785 -6.73646 -1.66268
H 0.09778 -6.30299 -0.95002
H 0.46221 -5.85549 -2.61596
H 5.42428 -3.80431 -0.88702
H 7.45738 -2.64646 -0.14697
H 7.30169 -0.50404 1.06772
H 5.08207 0.44637 1.59393
H 3.04630 -0.78383 0.97622
H -1.89315 -0.94299 -5.05942
H -3.02922 -3.30743 -4.65834
H -1.88567 -4.40517 -3.88763
H -3.21432 -3.72757 -2.94866
H -0.35014 0.57187 -5.82536
H 0.50731 2.75908 -6.53396
H 1.31357 4.38426 -4.85311
H 1.23897 3.80655 -2.45794
H 0.37171 1.62460 -1.74050
H -3.51088 -0.58107 3.20706
H -3.48864 0.83133 5.21255
H -1.32008 1.35178 6.32527
H 0.73112 0.30527 5.51356
H 0.45330 2.54365 3.16746
O -1.35388 1.25039 -0.03416
S -2.81364 0.94893 0.21131
C -3.56076 2.51100 0.88461
C -2.87959 3.10445 2.13282
C -2.24478 4.48888 1.87529
C -0.95540 4.49843 1.05186
S 0.46881 4.50699 2.17683
O 0.79075 2.95574 2.33508
C 1.76365 5.00625 1.04984
C 1.78073 6.35413 0.70937
C 2.72927 6.80260 -0.19357
C 3.65348 5.91621 -0.73341
C 3.65464 4.58511 -0.34195
C 2.70899 4.12269 0.56099
C -3.64465 1.12259 -1.37020
C -4.88199 0.52036 -1.54292
C -5.55212 0.69702 -2.74441
C -4.97632 1.45250 -3.75699
C -3.73326 2.04367 -3.57319
C -3.06364 1.88149 -2.37102
H -4.58387 2.20051 1.09770
H -3.56978 3.23634 0.07090
H -2.12978 2.40437 2.50334
H -3.62585 3.21941 2.91730
H -2.04200 4.96072 2.84015
H -2.98892 5.10621 1.37040
H -0.86118 5.40679 0.45663
H -0.85819 3.61574 0.41433
H 1.06825 7.04392 1.14629
H 2.75473 7.84628 -0.47276
H 4.38354 6.26723 -1.44940
H 4.39805 3.90149 -0.72919
H 2.71770 3.09318 0.88350
H -5.32284 -0.07236 -0.75012
H -6.52201 0.24321 -2.89367
H -5.50000 1.58321 -4.69384
H -3.27726 2.63211 -4.35793
H -2.09451 2.33288 -2.20921
F 4.44665 -3.80927 3.67594
C 3.35184 -3.04781 3.62967
C 2.13014 -3.63472 3.35919
C 0.99424 -2.84526 3.34561
C 1.06503 -1.47296 3.60103
C 2.32346 -0.91191 3.83499
C 3.46697 -1.68946 3.85476
H 2.07011 -4.70257 3.20104
H 0.03458 -3.31523 3.18621
H 2.42671 0.14889 4.02937
H 4.43497 -1.25364 4.05492
*
```

Properties
Molecular weight (g/mol): 1092.16
LUMO (eV): -5.135
Kohn-Sham gap (eV): 7.43

# 4
Density functional theory data (ωB97M-V/def2-TZVPD) for C52H51AgGeN4P2S2 as an isolated structure at a distorted geometry.

The geometry in ORCA input format:
```
! wB97M-V def2-TZVPD RIJCOSX def2/J DEFGRID3
* xyz -1 2
Ag -0.89487 0.06564 0.00829
S 0.16633 -1.07277 2.92683
P 1.73114 -0.81788 1.74749
C 1.30848 -0.06406 0.24383
P 1.68880 -0.54072 -1.38096
S 0.07839 -0.58547 -2.53747
C 2.66722 -2.06026 -1.66428
C 4.01666 -2.12749 -1.32532
C 4.71131 -3.31851 -1.46315
C 4.06473 -4.45133 -1.93509
C 2.72307 -4.38991 -2.28000
C 2.02523 -3.20115 -2.13578
C 2.83685 0.74458 -2.01341
C 2.85009 1.98502 -1.38475
C 3.69745 2.98708 -1.83309
C 4.53770 2.75549 -2.91245
C 4.50615 1.52938 -3.56299
C 3.65489 0.52835 -3.12015
C 2.89803 0.39159 2.49082
C 3.94966 0.86463 1.70837
C 4.85294 1.77944 2.22226
C 4.70393 2.24118 3.52491
C 3.64223 1.79655 4.29796
C 2.74071 0.87244 3.78298
C 2.74228 -2.35369 1.92500
C 2.15491 -3.56400 1.56826
C 2.77571 -4.76961 1.83995
C 4.01474 -4.78250 2.46545
C 4.62102 -3.58407 2.80272
C 3.98818 -2.37588 2.54533
H 4.52467 -1.24126 -0.96370
H 5.76083 -3.36316 -1.19911
H 4.60786 -5.38444 -2.02405
H 2.22001 -5.27129 -2.66035
H 0.98035 -3.12964 -2.41477
H 2.20205 2.14158 -0.53078
H 3.70575 3.94963 -1.33596
H 5.21804 3.52858 -3.24960
H 5.14826 1.35409 -4.41826
H 3.62671 -0.42706 -3.63107
H 4.05327 0.50867 0.68996
H 5.67051 2.13683 1.60743
H 5.41762 2.94651 3.93361
H 3.51777 2.17030 5.30732
H 1.91251 0.50990 4.37975
H 1.19293 -3.55301 1.07421
H 2.29400 -5.70117 1.56798
H 4.50205 -5.72334 2.69140
H 5.59164 -3.58653 3.28482
H 4.46475 -1.45420 2.85031
C 0.42106 3.54539 1.68591
Ge -0.85664 2.63483 0.43767
C -2.46136 3.58903 1.17235
C -2.91397 4.81040 0.67916
C -3.98822 5.47024 1.26406
C -4.64363 4.90601 2.34942
C -4.20159 3.69279 2.86197
C -3.11690 3.05016 2.28180
C -0.51480 3.58481 -1.30278
C 0.50492 4.49846 -1.40792
C 0.85744 5.09671 -2.63459
C 0.18695 4.77233 -3.77803
C -0.87233 3.83610 -3.73623
C -1.57888 3.47029 -4.90660
C -2.60234 2.56662 -4.85810
C -2.96435 1.98211 -3.62938
C -2.29194 2.31190 -2.48704
C -1.22662 3.24316 -2.49326
H 0.27640 4.62610 1.62559
H 1.47153 3.30419 1.50959
H 0.16856 3.22556 2.69859
H -2.42651 5.23599 -0.19275
H -4.31344 6.42613 0.86910
H -5.49789 5.40520 2.79145
H -4.70306 3.24589 3.71338
H -2.77586 2.09537 2.67464
H 1.06734 4.76916 -0.52045
H 1.67290 5.81069 -2.66489
H 0.45410 5.22195 -4.72800
H -1.28648 3.92070 -5.84919
H -3.13051 2.28791 -5.76195
H -3.76762 1.25538 -3.59513
H -2.56227 1.84135 -1.55103
C -2.43788 -5.04975 0.00308
C -2.54479 -4.23069 1.28943
C -3.90916 -4.48722 1.93126
C -1.42165 -4.61075 2.25839
N -2.55178 -2.79516 0.94740
N -1.46646 -2.30629 0.17214
H -2.54268 -6.11168 0.22832
H -1.47099 -4.90894 -0.48387
H -3.23300 -4.76359 -0.68944
H -4.01193 -5.53280 2.22557
H -4.70349 -4.24397 1.22480
H -4.03196 -3.86193 2.81901
H -1.49702 -5.66516 2.53425
H -1.46941 -4.00365 3.16342
H -0.43891 -4.45511 1.81241
H -2.55617 -2.24695 1.80172
H -1.52303 -2.68219 -0.76791
H -0.57311 -2.59062 0.57293
N -6.87415 -3.57590 -1.41604
C -6.37875 -2.58680 -1.10038
C -5.77773 -1.35548 -0.70734
C -6.55609 -0.28703 -0.25715
C -5.91257 0.87701 0.10802
C -4.52635 0.92907 0.03731
N -3.77376 -0.08433 -0.38844
C -4.39179 -1.19161 -0.76962
H -7.63292 -0.37943 -0.20818
H -6.46836 1.74183 0.44334
H -3.99878 1.82587 0.33201
H -3.77487 -1.99268 -1.14447
*
```

Properties
Molecular weight (g/mol): 1038.57
LUMO (spin up / spin down) (eV): 2.145 / 1.611
Kohn-Sham gap (spin up / spin down) (eV): 6.11 / 5.48
Relative energy (zero: lowest compared OMol25 entry of this formula, charge and spin) (eV): 0.705